A 3-piece molecular cluster, C26H42N2O5 overall in a non-equilibrium geometry, computed with ωB97M-V/def2-TZVPD.

Structure (XYZ):
```
75
Properties=species:S:1:pos:R:3:forces:R:3
C 4.3442 -8.0087 -3.0394 0.070 0.647 -0.304
C 4.3175 -7.0306 -3.9677 0.666 -0.520 0.775
C 4.1395 -5.6354 -3.5168 0.497 -0.222 -0.546
C 2.9272 -5.0643 -3.4914 1.089 -0.869 0.457
C 1.6434 -5.6224 -3.9018 -0.407 0.000 0.327
C 0.5745 -5.7642 -3.1072 0.067 -0.049 -0.276
C 3.1347 -3.6821 -2.9433 -0.725 -0.338 -0.236
O 2.3138 -2.9112 -2.5674 0.257 0.187 -0.112
O 4.4845 -3.4487 -2.8977 0.388 0.397 0.730
C 5.1544 -4.6526 -3.0499 -0.543 -0.055 -0.520
O 6.3098 -4.7877 -2.8393 0.317 0.089 0.056
H 3.7955 -8.9355 -3.1384 1.115 -0.662 -0.579
H 4.9073 -7.8122 -2.1324 -1.169 0.256 0.724
H 4.4756 -7.2459 -5.0193 -1.366 0.044 -0.275
H 1.5788 -5.9653 -4.9302 -0.272 0.980 -0.358
H 0.6366 -6.0356 -2.0611 0.148 1.170 0.352
H -0.4212 -5.6548 -3.5179 -0.077 -1.076 -0.228
C -1.7191 -1.1748 2.8218 0.167 0.119 0.065
C -1.7157 -2.1084 1.5940 -0.538 0.560 1.398
C -0.8443 -3.3330 1.8782 0.414 -0.182 -0.244
C 0.6532 -3.0264 1.8629 -0.049 0.084 -0.050
C 1.0525 -2.3317 0.5607 -0.220 -0.549 0.145
C 0.2108 -1.0919 0.2572 0.961 1.352 0.434
N -1.2514 -1.3798 0.3757 0.505 -2.002 -0.836
O -1.6583 -2.0076 -0.6827 -0.340 0.564 -0.050
C 0.6163 0.0580 1.1976 -0.118 0.020 0.293
C 0.5406 -0.5895 -1.1437 -0.355 -0.150 -0.419
C -3.1665 -2.5457 1.4232 -0.126 -0.148 -0.446
H -2.1079 -0.1896 2.5617 0.040 0.012 -0.035
H -2.3609 -1.5883 3.6001 -0.055 -0.089 -0.082
H -0.7408 -1.0497 3.2786 0.014 0.050 -0.072
H -1.0507 -4.1057 1.1303 -0.056 0.092 -0.083
H -1.1273 -3.7558 2.8451 -0.104 0.075 0.015
H 0.9273 -2.4121 2.7247 -0.025 0.021 -0.009
H 1.2152 -3.9574 1.9651 0.004 0.002 0.021
H 2.1061 -2.0478 0.5978 -0.020 0.124 -0.054
H 0.9555 -3.0455 -0.2631 -0.099 0.066 -0.050
H -0.0796 0.8929 1.1178 -0.013 -0.002 0.006
H 1.6054 0.4302 0.9292 0.000 -0.081 -0.154
H 0.6860 -0.2296 2.2442 -0.064 -0.021 -0.015
H 0.3950 -1.3518 -1.9034 -0.108 -0.015 0.039
H 1.5870 -0.2908 -1.1888 0.031 -0.014 0.141
H -0.0709 0.2776 -1.4014 -0.031 -0.005 0.059
H -3.8077 -1.6935 1.1930 0.022 0.012 -0.018
H -3.5188 -2.9964 2.3507 0.084 0.049 0.079
H -3.2845 -3.2869 0.6353 0.046 0.094 -0.081
C -3.3439 5.6824 1.1986 0.027 0.112 -0.209
C -2.1434 4.9444 1.8250 -1.476 0.634 0.023
C -1.1535 5.9606 2.3954 0.506 0.062 -0.091
C -0.3559 6.6987 1.3219 -0.050 -0.073 -0.036
C 0.3233 5.7081 0.3781 0.076 0.131 0.506
C -0.6416 4.6882 -0.2272 -0.360 0.437 -1.523
N -1.4912 4.0455 0.8229 1.818 0.251 1.282
O -0.7963 3.1443 1.4410 -0.496 -0.384 -0.257
C -1.5160 5.3690 -1.2973 -0.191 0.153 0.078
C 0.1503 3.6249 -0.9815 0.152 -0.371 0.276
C -2.7333 4.1175 2.9625 0.260 -0.402 0.126
H -3.9275 5.0119 0.5670 0.027 -0.014 -0.018
H -4.0032 6.0509 1.9840 0.054 -0.072 0.093
H -3.0644 6.5543 0.6124 0.028 -0.057 -0.052
H -0.4517 5.4478 3.0610 -0.033 -0.115 -0.050
H -1.6966 6.6785 3.0139 -0.114 -0.065 -0.004
H -1.0022 7.3803 0.7624 -0.021 -0.028 -0.009
H 0.4013 7.3244 1.7981 -0.006 0.015 -0.005
H 0.8243 6.2472 -0.4287 -0.047 -0.076 -0.096
H 1.1076 5.1807 0.9305 -0.074 -0.110 0.003
H -2.3201 4.7066 -1.6197 -0.009 -0.013 0.031
H -0.9104 5.6037 -2.1723 0.094 -0.082 0.031
H -1.9539 6.3103 -0.9760 -0.034 -0.045 0.047
H 0.8876 3.1324 -0.3501 -0.099 -0.040 0.064
H 0.6876 4.0923 -1.8061 -0.065 0.102 -0.012
H -0.5116 2.8626 -1.3954 -0.016 -0.001 0.026
H -3.4258 3.3651 2.5818 0.016 -0.004 -0.023
H -3.2811 4.7733 3.6384 -0.018 0.096 -0.076
H -1.9667 3.6139 3.5479 0.031 -0.059 -0.110
```
Positions in Å, forces in eV/Å.

Properties
<S²> = 2.008
2S+1 = 3
M = 462.6 g mol⁻¹
E_HOMO (alpha / beta) = -8.079 / -8.961 eV
Relative energy (zero: lowest compared OMol25 entry of this formula, charge and spin) = 0.00 kJ/mol

Atomic partial charges in e from the Löwdin method, atoms 1 to 6:
1 C 0.05
2 C -0.10
3 C -0.09
4 C -0.07
5 C -0.10
6 C 0.06